1.
The following is a DFT calculation (ωB97M-V/def2-TZVPD) of one molecule with the formula C14H6Cl2F4N2 at a distorted geometry.

Summary:
- energy above the lowest of the compared OMol25 structures with the same formula, charge and spin (kcal per mole) = 0.0
- HOMO (eV) = -8.6678
- orbital gap (hartree) = 0.3083
- M (g mol⁻¹) = 349.1
- net charge = 0
- structure (SMILES) = Fc1ccc(-c2nc3c(Cl)cc(C(F)(F)F)cn3c2Cl)cc1
- LUMO level (eV) = -0.28

Each line ends with the Löwdin charge.
Positions of all 28 atoms, in Å:
1 F -3.430 -5.182 1.912  0.07
2 C -2.702 -4.158 1.451  -0.27
3 C -3.083 -3.420 0.337  0.00
4 C -2.346 -2.298 -0.054  -0.02
5 C -1.217 -1.892 0.660  -0.15
6 C -0.354 -0.735 0.231  -0.19
7 N -0.735 -0.043 -0.911  0.16
8 C 0.124 0.924 -1.087  -0.33
9 C 0.080 1.908 -2.115  -0.55
10 Cl -1.069 1.755 -3.430  0.69
11 C 1.005 2.946 -1.969  0.00
12 C 1.974 3.021 -0.844  -0.07
13 C 2.896 4.224 -0.817  -0.57
14 F 3.536 4.396 -1.988  0.14
15 F 2.195 5.365 -0.546  0.13
16 F 3.888 4.150 0.080  0.14
17 C 2.026 1.954 0.027  0.04
18 N 1.086 0.934 -0.092  0.01
19 C 0.796 -0.171 0.749  -0.51
20 Cl 1.774 -0.542 2.179  0.69
21 C -0.857 -2.664 1.760  -0.05
22 C -1.564 -3.768 2.167  -0.01
23 H -3.950 -3.687 -0.237  0.11
24 H -2.639 -1.782 -0.947  0.11
25 H 0.995 3.764 -2.699  0.12
26 H 2.745 1.887 0.866  0.13
27 H 0.060 -2.482 2.339  0.07
28 H -1.236 -4.405 2.978  0.12

---

2.
The following is a DFT calculation (ωB97M-V/def2-TZVPD) of a 2-piece molecular cluster, C5H8F2NO overall at a distorted geometry.

Summary:
- energy above the lowest of the compared OMol25 structures with the same formula, charge and spin (kcal per mole) = 55.4
- HOMO (alpha / beta) (eV) = -13.5667 / -12.9388
- orbital gap (alpha / beta) (hartree) = 0.2620 / 0.2067
- M (g mol⁻¹) = 136.1
- net charge = +1
- LUMO level (alpha / beta) (eV) = -6.44 / -7.31

Each line ends with the Löwdin charge.
Positions of all 17 atoms, in Å:
1 C -0.442 0.490 0.195  -0.06
2 C -3.434 -0.735 0.160  0.04
3 C 1.721 0.694 -0.014  -0.16
4 C 1.024 1.690 -0.950  -0.11
5 C 0.909 -1.480 0.726  -0.01
6 N 0.678 -0.173 0.243  -0.18
7 O -0.323 1.586 -0.493  -0.01
8 F -3.682 0.129 1.129  0.21
9 F -3.932 -0.439 -1.000  0.23
10 H 2.563 0.185 -0.499  0.14
11 H 2.066 1.200 1.032  0.19
12 H 1.409 2.713 -1.002  0.14
13 H 1.088 1.247 -1.965  0.14
14 H 0.591 -1.728 1.681  0.08
15 H 0.505 -2.136 0.100  0.05
16 H 2.027 -1.657 0.551  0.14
17 H -2.770 -1.587 0.106  0.16

---

3.
The following is a DFT calculation (ωB97M-V/def2-TZVPD) of a 2-piece molecular cluster, C2HNO4 overall at a distorted geometry.

Summary:
- energy above the lowest of the compared OMol25 structures with the same formula, charge and spin (kcal per mole) = 205.0
- HOMO (alpha / beta) (eV) = -9.8091 / -10.5274
- orbital gap (alpha / beta) (hartree) = 0.2852 / 0.3474
- M (g mol⁻¹) = 103.0
- net charge = 0
- LUMO level (alpha / beta) (eV) = -2.05 / -1.07

Each line ends with the Löwdin charge.
Positions of all 8 atoms, in Å:
1 C 1.545 -1.737 -0.147  -0.47
2 C 1.302 -0.319 -0.086  0.00
3 N 2.260 0.780 -0.128  -0.38
4 O 3.378 0.434 0.098  0.15
5 O 1.609 -2.685 -0.841  0.20
6 O 1.829 1.876 -0.390  0.02
7 O 1.507 -1.211 1.027  0.22
8 H 0.083 1.563 -0.512  0.27

---

4.
The following is a DFT calculation (ωB97M-V/def2-TZVPD) of C20H18ClNO4Pt as an isolated structure at a distorted geometry.

Summary:
- energy above the lowest of the compared OMol25 structures with the same formula, charge and spin (kcal per mole) = 169.7
- multiplicity = 3
- HOMO (alpha / beta) (eV) = 0.0202 / -1.1734
- <S²> = 2.16
- orbital gap (alpha / beta) (hartree) = 0.1530 / 0.1952
- M (g mol⁻¹) = 566.9
- net charge = -2
- LUMO level (alpha / beta) (eV) = 4.18 / 4.14

Each line ends with the Löwdin charge.
Positions of all 45 atoms, in Å:
1 Pt -0.441 1.010 -0.707  0.96
2 O 3.507 2.869 0.690  -0.09
3 C 2.568 2.059 0.526  -0.69
4 O 2.550 1.013 -0.145  -0.08
5 C 1.276 2.403 1.342  -0.20
6 C 1.344 3.446 2.247  -0.06
7 C 0.229 3.737 3.060  -0.11
8 C -0.867 2.931 3.006  -0.05
9 C -0.884 1.836 2.095  -0.23
10 N 0.168 1.647 1.210  -0.03
11 C -1.986 0.955 2.162  -0.43
12 O -2.943 0.963 2.925  0.03
13 O -1.902 -0.174 1.215  -0.04
14 H 2.268 4.001 2.293  0.09
15 H 0.249 4.587 3.735  0.08
16 H -1.738 3.083 3.628  0.10
17 Cl -3.826 -0.261 -4.162  0.48
18 C -3.781 1.381 -3.852  -0.29
19 C -2.226 -0.919 -3.628  -0.26
20 C -1.106 -0.285 -3.242  -0.14
21 C -0.754 1.061 -2.840  -0.48
22 C 0.610 1.305 -2.372  -0.21
23 C -1.606 2.202 -2.863  -0.12
24 C -2.928 2.313 -3.261  -0.21
25 H -2.194 -2.002 -3.729  0.07
26 H -0.253 -0.955 -3.157  0.10
27 H 1.041 2.299 -2.455  0.06
28 H 1.346 0.518 -2.507  0.06
29 H -1.102 3.113 -2.549  0.09
30 H -3.356 3.306 -3.158  0.07
31 C -4.590 -0.527 -2.707  -0.15
32 C -4.990 -0.286 -1.283  -0.60
33 C -5.752 1.050 -1.139  -0.06
34 C -5.910 -1.441 -0.845  -0.08
35 C -3.824 -0.258 -0.380  0.03
36 C -2.806 -0.177 0.263  -0.15
37 H -4.010 -1.577 -4.548  0.02
38 H -3.290 -0.046 -5.461  0.03
39 H -5.033 -0.009 -4.729  0.03
40 H -6.710 0.985 -1.660  0.07
41 H -5.164 1.850 -1.584  0.06
42 H -5.922 1.270 -0.082  0.08
43 H -6.837 -1.415 -1.424  0.07
44 H -6.141 -1.347 0.218  0.08
45 H -5.416 -2.396 -1.019  0.07

---

Question: Among the records above, which one has the highest M?
Answer: C20H18ClNO4Pt